(1)
Entry from OMol25: a molecular structure, C19H32ClGaO8P at a distorted geometry (the ωB97M-V functional and the def2-TZVPD basis).

Structure (ORCA input):
```
! wB97M-V def2-TZVPD RIJCOSX def2/J DEFGRID3
* xyz -1 1
C -0.56 -4.14 -1.99
C 0.37 -3.19 -2.07
C 1.57 -2.11 -1.88
C 1.36 -1.25 -0.49
C 0.22 -0.08 -0.67
Ga -0.72 0.41 1.12
C 0.26 -0.58 2.69
C -0.66 -1.70 3.41
C 0.16 -2.88 4.14
O 0.96 -2.47 5.28
C 0.19 -1.70 6.24
C -0.68 2.49 1.37
C 0.58 3.00 2.22
O 0.74 2.88 3.47
Cl 1.91 3.90 1.27
P -2.97 -0.19 0.90
C -3.00 -1.90 0.01
C -3.88 -0.32 2.57
H -1.63 -4.57 -1.92
H 1.50 -1.41 -2.80
H 2.61 -2.63 -1.81
H 0.99 -1.95 0.36
H 2.35 -0.71 -0.19
H -0.58 -0.55 -1.38
H 0.63 0.83 -1.23
H 1.28 -0.97 2.32
H 0.45 0.26 3.48
H -1.28 -2.21 2.56
H -1.42 -1.15 4.08
H -0.55 -3.77 4.35
H 0.93 -3.28 3.35
H -0.84 -2.15 6.50
H 0.76 -1.61 7.25
H 0.04 -0.60 5.87
H -1.67 2.80 1.88
H -0.67 3.01 0.33
H -3.91 -2.53 0.34
H -3.09 -1.76 -1.14
H -1.99 -2.42 0.24
H -5.01 -0.57 2.42
H -3.47 -1.17 3.25
H -3.80 0.69 3.14
C 4.72 0.12 -4.97
C 5.31 0.92 -3.85
O 4.18 1.55 -3.27
C 3.09 0.78 -3.58
O 2.00 0.93 -3.11
O 3.41 -0.17 -4.50
H 5.27 -0.80 -5.17
H 4.64 0.69 -5.90
H 5.79 0.29 -3.10
H 6.03 1.66 -4.20
C -2.11 3.79 -1.92
C -2.00 3.89 -3.41
O -1.94 2.53 -3.82
C -2.51 1.79 -2.84
O -2.77 0.62 -2.94
O -2.76 2.54 -1.73
H -2.69 4.60 -1.49
H -1.13 3.76 -1.44
H -2.89 4.35 -3.86
H -1.11 4.43 -3.73
*
```

Summary:
- Energy: -110784.0060 eV
- F_max: 0.1318 Eh/bohr
- LUMO level: 0.079 Ha
- HOMO level: -3.4 eV

---

(2)
Entry from OMol25: 2 unconnected molecules or ions with the total composition C19H32F5N2O at a distorted geometry (the ωB97M-V functional and the def2-TZVPD basis).

Structure (ORCA input):
```
! wB97M-V def2-TZVPD RIJCOSX def2/J DEFGRID3
* xyz 1 1
C 6.53 -0.58 0.79
C 6.93 0.40 -0.38
C 6.65 1.92 -0.06
C 5.26 2.42 -0.64
C 4.34 3.11 0.47
C 2.84 2.70 0.22
C 2.51 1.36 1.00
C 0.99 1.07 0.90
C 0.21 1.42 2.11
C -1.21 1.17 2.06
C -1.79 0.65 0.85
N -1.03 0.36 -0.27
C -1.82 -0.13 -1.46
C 0.35 0.53 -0.29
C 1.12 0.14 -1.57
F 2.48 0.16 -1.49
F 0.81 -1.13 -2.04
C 0.75 1.14 -2.79
F 0.11 0.48 -3.80
F 0.05 2.23 -2.38
F 1.90 1.63 -3.36
H 5.65 -0.19 1.38
H 7.38 -0.73 1.49
H 6.24 -1.59 0.38
H 8.03 0.29 -0.56
H 6.35 0.16 -1.31
H 7.45 2.52 -0.57
H 6.74 2.16 1.04
H 4.68 1.53 -1.01
H 5.39 3.13 -1.49
H 4.46 4.22 0.42
H 4.68 2.71 1.46
H 2.60 2.52 -0.86
H 2.11 3.46 0.62
H 3.15 0.49 0.67
H 2.78 1.52 2.08
H 0.70 1.83 3.01
H -1.85 1.43 2.93
H -2.90 0.50 0.85
H -2.91 -0.17 -1.19
H -1.54 -1.16 -1.78
H -1.74 0.63 -2.28
C -7.34 -3.89 0.37
C -7.26 -2.38 0.19
C -5.94 -1.90 -0.44
O -4.83 -1.90 0.46
C -4.21 -3.17 0.63
N -7.52 -1.73 1.48
H -6.76 -4.24 1.23
H -8.37 -4.20 0.54
H -6.98 -4.41 -0.52
H -8.07 -2.10 -0.50
H -6.07 -0.86 -0.74
H -5.70 -2.46 -1.35
H -4.23 -3.76 -0.28
H -4.70 -3.71 1.45
H -3.18 -3.00 0.92
H -7.57 -0.73 1.34
H -6.68 -1.85 2.05
*
```

Summary:
- Energy: -38828.9387 eV
- F_max: 0.0586 Eh/bohr
- LUMO level: -0.178 Ha
- HOMO level: -11.5 eV

---

(3)
Entry from OMol25: a molecular structure, C19H33Cl2N2O3STm at a distorted geometry (the ωB97M-V functional and the def2-TZVPD basis).

Structure (ORCA input):
```
! wB97M-V def2-TZVPD RIJCOSX def2/J DEFGRID3
* xyz 0 3
O 1.26 -1.30 1.46
C 2.49 -1.47 1.34
C 3.12 -2.66 1.89
C 2.38 -3.51 2.74
H 1.31 -3.32 2.85
C 2.99 -4.59 3.37
H 2.43 -5.20 4.09
C 4.33 -4.91 3.09
H 4.82 -5.75 3.61
C 5.04 -4.13 2.16
H 6.06 -4.39 1.94
C 4.44 -3.01 1.56
H 4.98 -2.43 0.81
H 3.09 -0.75 0.76
C 2.47 1.41 2.28
C 1.94 1.27 0.92
H 2.80 2.46 2.47
H 3.34 0.75 2.43
H 1.72 1.14 3.04
C 1.51 2.18 0.08
C 1.56 3.67 0.44
H 1.08 1.98 -0.92
H 2.44 3.84 1.08
H 0.67 3.96 1.02
H 1.64 4.28 -0.46
Tm -0.30 -0.77 0.09
Cl -1.61 -1.27 2.18
Cl 1.12 -2.37 -1.36
C -2.06 1.76 1.25
O -1.50 1.12 0.32
N -3.02 2.65 1.07
C -3.58 2.94 -0.26
C -3.61 3.37 2.19
H -1.76 1.59 2.30
H -3.03 2.37 -1.02
H -3.50 4.02 -0.45
H -4.65 2.66 -0.28
H -3.05 3.09 3.08
H -4.67 3.09 2.33
H -3.55 4.45 2.03
H -1.30 2.12 -4.88
H -0.26 0.04 -6.10
C -0.46 2.07 -4.19
C 0.54 0.09 -5.34
N 0.02 0.69 -4.11
H -0.76 2.39 -3.19
C -0.15 -0.06 -3.04
O -0.49 0.38 -1.90
H 0.91 -0.92 -5.13
H 0.03 -1.14 -3.16
H 0.34 2.71 -4.56
H 1.37 0.70 -5.75
C -3.31 -3.02 0.15
S -2.46 -2.24 -1.25
C -3.54 -0.82 -1.53
H -2.53 -3.37 0.84
H -3.88 -3.87 -0.26
H -3.97 -2.32 0.67
H -4.28 -1.10 -2.30
H -4.03 -0.51 -0.61
H -2.92 0.00 -1.91
*
```

Summary:
- Energy: -94773.1303 eV
- F_max: 0.0678 Eh/bohr
- LUMO level (spin up / spin down): 0.003 / 0.003 Ha
- HOMO level (spin up / spin down): -4.9 / -4.9 eV

---

(4)
Entry from OMol25: a molecular structure, C19H33ClInO8 at a distorted geometry (the ωB97M-V functional and the def2-TZVPD basis).

Structure (ORCA input):
```
! wB97M-V def2-TZVPD RIJCOSX def2/J DEFGRID3
* xyz -1 1
C 2.34 3.98 0.41
C 2.64 2.41 0.85
C 3.97 2.28 1.84
In 5.75 2.96 0.54
Cl 7.48 4.02 1.96
H 1.48 4.48 1.06
H 1.93 3.95 -0.70
H 3.27 4.68 0.49
H 1.69 1.89 1.36
H 2.96 1.85 -0.15
H 4.10 1.16 2.17
H 3.87 2.92 2.81
H 5.16 4.20 -0.67
H 6.29 1.51 -0.37
O 2.26 -1.14 0.82
C 1.06 -1.02 0.65
O 0.39 0.17 0.69
C -1.01 -0.07 0.57
C -1.12 -1.43 -0.08
C 0.09 -2.15 0.44
H -1.45 -0.06 1.57
H -1.47 0.71 -0.04
H -2.06 -1.94 0.15
H -1.05 -1.32 -1.17
H -0.10 -2.64 1.40
H 0.48 -2.86 -0.29
O -3.59 0.56 1.80
C -4.34 0.45 0.84
O -4.49 -0.69 0.11
C -5.36 -0.43 -0.99
C -6.16 0.78 -0.59
C -5.20 1.55 0.28
H -4.75 -0.23 -1.88
H -5.99 -1.30 -1.18
H -6.54 1.35 -1.44
H -7.02 0.46 0.02
H -4.57 2.22 -0.31
H -5.71 2.09 1.07
O -3.22 1.45 -2.03
C -2.29 1.75 -2.76
O -2.13 1.29 -4.03
C -0.89 1.75 -4.56
C -0.54 2.97 -3.73
C -1.14 2.64 -2.39
H -0.15 0.95 -4.45
H -1.00 2.00 -5.62
H 0.53 3.17 -3.70
H -1.05 3.85 -4.15
H -0.44 2.07 -1.77
H -1.48 3.53 -1.87
O -0.08 -4.39 1.87
C 1.01 -4.88 2.11
O 1.20 -6.14 2.59
C 2.59 -6.34 2.85
C 3.30 -5.33 1.99
C 2.33 -4.18 1.95
H 2.77 -6.19 3.91
H 2.87 -7.37 2.59
H 4.29 -5.06 2.37
H 3.43 -5.73 0.97
H 2.47 -3.50 2.80
H 2.38 -3.64 1.01
*
```

Summary:
- Energy: -54314.7851 eV
- F_max: 0.0560 Eh/bohr
- LUMO level: 0.077 Ha
- HOMO level: -4.3 eV

---

(5)
Entry from OMol25: a molecular structure, C19H33CuN2OSSi2 (the ωB97M-V functional and the def2-TZVPD basis).

Structure (ORCA input):
```
! wB97M-V def2-TZVPD RIJCOSX def2/J DEFGRID3
* xyz -1 2
Cu 0.57 0.08 -0.49
C -2.78 0.99 0.86
Si -1.25 0.93 1.95
C -1.92 0.71 3.72
C -0.42 2.62 1.95
C -0.13 -0.40 1.39
C -0.83 -1.62 0.90
C -1.53 -2.53 1.71
C -2.14 -3.63 1.13
C -2.05 -3.82 -0.24
C -1.34 -2.89 -0.98
N -0.76 -1.82 -0.43
Si 1.48 -0.76 2.18
C 2.52 -1.95 1.16
C 2.51 0.79 2.48
C 1.30 -1.60 3.88
H -3.44 1.81 1.15
H -3.35 0.05 0.95
H -2.51 1.11 -0.19
H -2.61 1.53 3.98
H -1.11 0.71 4.46
H -2.47 -0.23 3.81
H -1.17 3.41 1.93
H 0.23 2.73 1.08
H 0.19 2.77 2.85
H -1.59 -2.36 2.77
H -2.69 -4.33 1.75
H -2.51 -4.67 -0.73
H -1.23 -2.99 -2.05
H 2.88 -1.48 0.24
H 1.96 -2.85 0.88
H 3.39 -2.28 1.75
H 2.68 1.33 1.55
H 3.48 0.48 2.88
H 2.05 1.47 3.19
H 0.74 -2.54 3.80
H 0.77 -0.95 4.59
H 2.28 -1.83 4.31
C -2.24 3.63 -1.71
S -0.92 2.49 -2.17
C 0.49 3.51 -1.75
H -2.21 3.86 -0.64
H -3.19 3.15 -1.94
H -2.17 4.56 -2.28
H 0.57 4.37 -2.42
H 1.37 2.87 -1.84
H 0.42 3.87 -0.72
O 1.79 0.63 -1.87
N 1.67 -0.04 -3.05
C 1.56 0.66 -4.23
C 1.46 0.02 -5.43
C 1.45 -1.40 -5.49
C 1.55 -2.09 -4.26
C 1.65 -1.43 -3.08
H 1.56 1.74 -4.12
H 1.37 0.62 -6.32
H 1.36 -1.93 -6.44
H 1.54 -3.18 -4.23
H 1.72 -1.90 -2.11
*
```

Summary:
- Energy: -96497.5863 eV
- F_max: 0.0098 Eh/bohr
- LUMO level (spin up / spin down): 0.103 / 0.102 Ha
- HOMO level (spin up / spin down): -1.5 / -4.0 eV

---

(6)
Entry from OMol25: a molecular structure, C19H33N5O3PbS4 (the ωB97M-V functional and the def2-TZVPD basis).

Structure (ORCA input):
```
! wB97M-V def2-TZVPD RIJCOSX def2/J DEFGRID3
* xyz 2 1
Pb -0.49 0.12 1.60
C -2.78 -0.48 4.65
C -3.32 0.90 4.28
S -2.11 1.98 3.45
C -3.21 2.87 2.30
C -2.44 3.60 1.20
S -1.40 2.62 0.09
C -2.56 1.95 -1.13
C -3.58 0.92 -0.67
S -2.83 -0.59 0.04
C -4.06 -0.97 1.32
C -3.58 -2.00 2.34
S -2.14 -1.57 3.35
H -3.56 -1.03 5.18
H -1.94 -0.39 5.34
H -3.63 1.40 5.20
H -4.20 0.82 3.65
H -3.77 3.60 2.88
H -3.91 2.15 1.88
H -1.77 4.34 1.63
H -3.15 4.14 0.58
H -1.92 1.55 -1.92
H -3.09 2.80 -1.57
H -4.17 0.61 -1.52
H -4.26 1.34 0.07
H -4.94 -1.36 0.82
H -4.34 -0.03 1.81
H -3.30 -2.93 1.84
H -4.40 -2.23 3.02
N 2.52 0.08 2.96
N 3.11 -1.19 2.90
C 2.48 -2.22 2.32
N 3.15 -3.37 2.24
N 1.24 -1.97 1.89
N 0.56 -2.91 1.20
O -0.55 -2.50 0.83
O 0.97 -4.01 0.92
H 3.04 0.72 2.36
H 2.55 0.42 3.91
H 4.06 -1.32 3.23
H 4.10 -3.46 2.57
H 2.71 -4.15 1.78
C 4.85 0.48 -5.78
C 3.82 0.28 -4.71
C 4.13 0.53 -3.37
C 3.19 0.38 -2.36
C 3.61 0.67 -0.95
C 1.89 -0.04 -2.71
C 0.86 -0.24 -1.72
O 0.95 0.02 -0.52
C 1.57 -0.32 -4.07
C 0.20 -0.79 -4.50
C 2.54 -0.14 -5.03
H 5.86 0.50 -5.38
H 4.68 1.43 -6.29
H 4.79 -0.31 -6.53
H 5.13 0.85 -3.11
H 4.68 0.86 -0.91
H 3.38 -0.16 -0.28
H 3.09 1.55 -0.56
H -0.08 -0.67 -2.09
H -0.58 -0.06 -4.27
H -0.08 -1.75 -4.04
H 0.18 -0.94 -5.58
H 2.30 -0.35 -6.07
*
```

Summary:
- Energy: -82405.3759 eV
- F_max: 0.0114 Eh/bohr
- LUMO level: -0.188 Ha
- Energy above the lowest of the compared OMol25 structures with the same formula, charge and spin: 0.000 eV
- HOMO level: -13.7 eV

---

(7)
Entry from OMol25: a gas-phase ion, C19H33NO3P (charge +1) at a distorted geometry (the ωB97M-V functional and the def2-TZVPD basis).

Structure (ORCA input):
```
! wB97M-V def2-TZVPD RIJCOSX def2/J DEFGRID3
* xyz 1 1
C -2.74 0.17 -1.63
C -3.54 -1.19 -1.88
P -2.71 -2.70 -1.14
C -2.52 -4.11 -2.37
C -2.88 -5.45 -1.58
C -1.08 -2.20 -0.37
C -1.09 -2.02 1.09
N 0.03 -1.61 1.80
C 1.22 -1.35 1.14
C 2.41 -0.84 2.05
C 2.13 0.70 2.47
C 0.99 1.39 1.63
C 0.88 2.96 1.90
C 0.46 3.31 3.38
O 0.66 4.69 3.75
C 0.35 5.56 2.69
C -1.13 5.77 2.18
O 1.22 6.16 2.11
C 1.40 -1.53 -0.32
C 2.78 -1.26 -1.02
C 2.70 -1.26 -2.60
C 1.94 0.09 -3.03
O 2.59 0.73 -4.13
C 0.20 -1.97 -1.10
H -3.45 1.04 -1.75
H -1.89 0.32 -2.35
H -2.31 0.23 -0.59
H -4.52 -1.06 -1.33
H -3.73 -1.32 -2.98
H -1.46 -4.15 -2.75
H -3.26 -3.93 -3.20
H -2.12 -5.53 -0.75
H -3.87 -5.24 -1.08
H -2.91 -6.35 -2.24
H -2.03 -2.22 1.65
H -0.07 -1.49 2.81
H 3.34 -0.82 1.43
H 2.54 -1.48 2.97
H 1.76 0.64 3.54
H 3.08 1.30 2.51
H 1.14 1.31 0.51
H -0.03 0.98 1.93
H 1.81 3.51 1.60
H 0.06 3.32 1.21
H 1.04 2.67 4.10
H -0.63 3.07 3.56
H -1.18 5.66 1.05
H -1.47 6.81 2.40
H -1.84 5.00 2.59
H 3.27 -0.32 -0.63
H 3.49 -2.10 -0.73
H 2.18 -2.16 -3.03
H 3.74 -1.17 -3.01
H 0.89 -0.18 -3.32
H 1.95 0.77 -2.12
H 1.92 0.92 -4.81
H 0.25 -2.10 -2.21
*
```

Summary:
- Energy: -37150.2408 eV
- F_max: 0.0614 Eh/bohr
- LUMO level: -0.159 Ha
- HOMO level: -11.1 eV